This record from OMol25 describes C16H15Cl3GeMoN4O6S3 as an isolated structure at a distorted geometry. The level of theory is wB97M-V/def2-TZVPD.

Results
**Net charge**: -1
**⟨S²⟩**: 3.770
**HOMO (alpha / beta)**: -0.203 / -0.219 Ha
**Relative energy (zero: lowest compared OMol25 entry of this formula, charge and spin)**: 95.8 kJ/mol
**2S+1**: 4

Positions of all 49 atoms, in Å:
O1 3.0868 1.2407 2.6731
N1 4.2461 -2.6744 -2.3624
H1 -1.5223 4.5700 0.2723
H2 -0.1935 3.2931 1.5888
C1 -0.9297 -2.4509 0.4787
N2 0.0383 0.4808 1.1215
C2 -0.8520 -3.8164 0.6635
C3 0.9592 0.2000 2.1777
H3 -0.5554 5.6223 -1.8651
H4 1.2565 -0.8622 2.1738
H5 -1.9149 -6.2048 2.8324
Cl1 -2.2828 -2.2375 -2.7524
Ge1 -1.7514 -0.0251 -2.6429
C4 4.7754 0.5803 -3.2545
H6 1.2191 3.7590 0.8653
C5 4.0028 -1.5624 -2.5227
C6 -0.4494 4.6686 0.0759
C7 -1.5944 -1.6717 1.4064
H7 -2.6179 -4.0634 3.5366
S1 1.3043 -0.5613 -1.5095
C8 3.7446 -0.1935 -2.7005
O2 -2.1094 0.7041 2.4078
C9 -0.2280 4.6750 -1.4394
H8 -0.3258 -4.4247 -0.0553
C10 2.5741 0.3751 -2.2584
O3 2.1849 1.5218 0.6641
N3 5.6465 1.1782 -3.7064
H9 0.5415 0.4527 3.1597
C11 -1.4355 -4.4055 1.7813
O4 -2.0458 0.5178 -0.0438
S2 -1.5131 0.0989 1.2429
C12 -2.2192 -2.2393 2.4997
H10 0.8279 4.5000 -1.6743
O5 -0.6429 2.3783 -1.6568
H11 -0.4720 -1.9903 -0.3808
H12 -1.5659 -6.4247 1.1109
H13 -0.2503 -6.1214 2.2356
Cl2 -0.9841 0.3041 -4.7350
O6 -2.0305 3.7439 -2.7476
C13 -2.1376 -3.6097 2.6805
H14 -2.7470 -1.5956 3.1868
Mo1 0.5292 1.5100 -0.5212
N4 0.2375 3.5321 0.6981
C14 -1.2881 -5.8771 2.0078
Cl3 -3.7719 0.8363 -2.7716
C15 2.2078 1.0545 1.8592
C16 -1.0705 3.5366 -2.0413
H15 -0.1041 5.6198 0.5080
S3 2.2250 2.0586 -2.2684

So, what does the natural (NBO) scheme give us? The charges, in e, come out as: O -0.6206; N -0.3436; H 0.2108; H 0.4057; C -0.0924; N -0.9284; C -0.2164; C -0.3541; H 0.2381; H 0.2210; H 0.2108; Cl -0.4598; Ge 1.1482; C 0.3074; H 0.4074; C 0.3048; C -0.2090; C -0.3798; H 0.2096; S 0.0250; C -0.4415; O -0.9474; C -0.5213; H 0.2229; C -0.1623; O -0.7026; N -0.3400; H 0.2239; C 0.0119; O -0.9441; S 2.3410; C -0.1606; H 0.2281; O -0.6761; H 0.2237; H 0.2230; H 0.2248; Cl -0.4322; O -0.5681; C -0.2281; H 0.2399; Mo 1.1714; N -0.8121; C -0.6298; Cl -0.4137; C 0.7926; C 0.8083; H 0.1931; S -0.0092

=====

This record from OMol25 describes a single C4H7NO2 molecule. The level of theory is wB97M-V/def2-TZVPD.

Results
**HOMO**: -0.303 Ha
**Relative energy (zero: lowest compared OMol25 entry of this formula, charge and spin)**: 327.8 kJ/mol

Positions of all 14 atoms, in Å:
H1 -1.1876 -0.0375 -2.2305
H2 -2.0128 -0.8299 0.2994
C1 -0.6852 0.6273 -1.5218
H3 -0.0270 1.2928 -2.0874
H4 -0.6032 -1.7327 1.0577
N1 1.6553 0.3905 1.3291
O1 1.1162 -0.9376 -1.0735
C2 0.1753 -0.2403 -0.5861
O2 -0.6587 0.3229 1.4516
H5 2.3975 0.0931 0.6993
C3 -0.9592 -0.8199 0.5790
H6 -1.4452 1.2213 -1.0005
H7 1.7619 0.2519 2.3250
C4 0.4728 0.3980 0.7589

So, what does the natural (NBO) scheme give us? The charges, in e, come out as: H 0.2230; H 0.1989; C -0.6516; H 0.2221; H 0.1909; N -0.7407; O -0.7905; C 0.2979; O -0.4704; H 0.4460; C -0.1415; H 0.2016; H 0.4126; C 0.6017

=====

This record from OMol25 describes C47H60F2NO2P3RuSi as an isolated structure at a distorted geometry. The level of theory is wB97M-V/def2-TZVPD.

Results
**Net charge**: +1
**⟨S²⟩**: 8.777
**HOMO (alpha / beta)**: -0.330 / -0.400 Ha
**2S+1**: 6

Positions of all 117 atoms, in Å:
H1 0.8409 4.6737 4.4358
C1 1.9634 -1.3497 1.9120
P1 -0.3175 2.8789 0.0885
C2 -3.7334 1.0763 -2.2545
H2 -1.4929 4.1020 -2.3929
C3 0.9670 6.2704 -1.0934
H3 -3.8442 -4.7848 -0.9967
Si1 0.4442 -0.2489 1.5190
C4 -3.3172 3.2470 2.5426
C5 0.8318 3.7786 3.8346
C6 2.8773 -1.6296 0.8846
N1 -0.1870 0.3169 -2.8488
C7 0.1717 2.7086 1.8137
H4 -4.7850 3.4609 4.0785
H5 -3.1872 -1.1721 5.0836
F1 -4.1314 1.4207 -3.4958
C8 0.4035 -4.2430 0.3553
C9 -1.5432 -0.7990 3.6467
O1 0.6131 2.1272 -0.7833
H6 -2.1912 -5.3893 -1.1803
C10 -3.6819 3.5014 3.9619
H7 4.7789 -1.3808 -3.0362
H8 1.2959 -3.7334 0.6765
H9 -2.8483 -3.3530 -2.8930
H10 2.5226 -1.7771 -4.0275
C11 -2.2622 -3.2661 -0.8378
H11 -0.5688 2.2633 -6.1183
H12 -3.2204 2.7573 4.6343
H13 -3.4593 4.5005 4.3411
H14 2.8802 1.2154 -0.0080
H15 -3.0247 -2.5206 -0.4680
C12 -3.0285 -2.6658 3.5435
H16 1.8416 0.5539 3.8877
H17 3.8091 0.7416 -2.9290
O2 -0.1791 4.4681 -0.1125
C13 -2.6347 -1.4987 4.2190
H18 5.6492 0.3933 -1.0234
C14 -1.5413 1.5652 -4.3311
H19 2.5114 1.8863 -2.3167
C15 1.4085 2.6112 4.3167
H20 -1.9376 5.6461 -1.7406
H21 1.3357 -1.8556 3.8476
C16 0.1678 5.0287 -1.4265
C17 4.9526 0.6200 -0.2902
H22 -0.1849 -5.2247 -1.5329
H23 5.2083 1.6468 0.0548
Ru1 0.0281 -0.5118 -0.8467
H24 5.1126 -3.4762 2.6316
C18 0.7668 1.1293 -4.8911
C19 3.4863 0.6824 -0.7851
C20 -1.4020 -2.3441 1.7697
H25 1.9604 2.5909 5.2509
C21 0.7080 -4.8804 -0.9784
H26 -1.0757 -3.4198 -2.6698
H27 4.8097 -3.0510 -2.6330
C22 2.1332 -1.9043 3.1789
C23 -1.0902 5.1384 -2.2148
H28 1.2340 -2.3747 -2.9085
H29 1.7962 0.0568 -3.3919
H30 2.3987 -3.4863 -3.5080
C24 3.9777 -2.4234 1.1879
C25 1.3176 1.4524 3.5295
H31 -1.1879 0.1031 4.1256
H32 -3.5564 5.0609 1.5005
C26 0.1481 3.8374 2.6470
P2 2.4906 -0.8968 -0.7486
H33 5.1541 -0.0420 0.5588
H34 -3.7899 3.6907 0.4992
H35 4.6107 -2.6826 0.3635
C27 -0.9793 -1.1674 2.4477
H36 -2.7615 -5.0314 0.4216
H37 0.8525 4.2957 -1.8441
H38 1.1520 -4.1221 -1.6481
C28 -1.9481 0.2064 -0.8008
H39 -5.7378 1.1448 -1.4392
H40 -2.6499 -4.0159 1.9759
C29 -2.3841 0.7831 -2.0747
H41 1.4458 6.6481 -1.9766
C30 0.6350 1.4472 2.3139
C31 -4.6860 0.9434 -1.2707
H42 0.0458 -4.8351 2.4456
C32 4.2192 -2.8267 2.4853
H43 3.4426 -3.1179 4.4560
C33 -2.4206 -3.0713 2.3825
C34 2.2901 -2.4174 -3.1983
H44 -1.8664 -1.8886 -2.4829
C35 0.0322 -5.2613 1.4133
H45 -2.7360 -0.2114 1.2115
H46 -3.8498 -3.2613 3.9750
C36 4.5716 -2.0934 -2.2323
C37 -0.4619 1.6823 -5.1951
C38 -2.8194 -4.6943 -0.5905
H47 1.6318 1.1637 -5.5028
H48 -2.7689 2.3645 2.3748
C39 -1.9988 -2.9787 -2.3289
H49 -0.9244 -5.7879 1.2318
F2 -5.1425 0.4479 0.9535
H50 1.6866 5.9522 -0.3551
P3 -0.7681 -2.8021 0.1049
H51 4.2761 2.1478 -1.9589
C40 3.2769 -2.6344 3.4976
H52 1.3647 -5.6714 -0.8614
H53 2.9298 -3.1423 -1.3614
H54 0.3553 7.0826 -0.7171
H55 -5.0280 4.1366 1.5878
H56 -0.8316 5.5130 -3.2043
C41 3.0905 -2.1798 -1.9046
C42 0.8459 0.4317 -3.7128
C43 3.4995 1.4206 -2.1200
H57 -0.1774 4.8312 2.3506
H58 5.2274 -1.8862 -1.4126
C44 -1.3563 0.9041 -3.1412
C45 -2.8953 0.1660 0.2065
H59 -2.4644 2.0783 -4.5648
C46 -3.9601 4.0494 1.4692
C47 -4.2506 0.5072 -0.0423
H60 0.7925 -6.0660 1.4288

Here are the Löwdin charges for atoms 1 to 99, given in e: H 0.1096; C -0.2950; P 0.8152; C -0.2169; H 0.0778; C -0.0245; H 0.0958; Si 0.6292; C -0.1929; C -0.0766; C -0.3809; N -0.0134; C -0.2799; H 0.0821; H 0.1046; F 0.0672; C -0.5071; C -0.0874; O -0.3900; H 0.0749; C -0.1275; H 0.0855; H 0.0718; H 0.0876; H 0.0657; C -0.5205; H 0.1243; H 0.0685; H 0.0704; H 0.0946; H 0.1139; C -0.0639; H 0.0983; H 0.0761; O -0.2790; C -0.0284; H 0.0448; C 0.0058; H 0.0615; C -0.0454; H 0.0952; H 0.0844; C -0.4483; C -0.0955; H 0.0760; H 0.0996; Ru 0.8998; H 0.1246; C -0.0336; C -0.4994; C -0.3598; H 0.1112; C -0.0987; H 0.0489; H 0.0795; C -0.0929; C -0.0401; H 0.0339; H 0.0487; H 0.1030; C -0.0977; C -0.0934; H 0.0969; H 0.0784; C -0.0791; P 0.9912; H 0.0716; H 0.0305; H 0.0882; C -0.3082; H 0.0292; H 0.1179; H 0.0421; C -0.2389; H 0.1418; H 0.0695; C -0.1284; H 0.0807; C -0.2612; C 0.0731; H 0.0908; C -0.0644; H 0.1129; C -0.0978; C -0.1262; H 0.0452; C -0.0946; H 0.0867; H 0.1188; C -0.0998; C -0.0274; C -0.0861; H 0.1081; H 0.0442; C -0.1121; H 0.0759; F 0.0853; H 0.0851; P 1.0429

=====

This record from OMol25 describes a 10-piece molecular cluster, C13H45NO10 overall at a distorted geometry. The level of theory is wB97M-V/def2-TZVPD.

Results
**Structure (SMILES)**: CC1(C)CCCC(C)(C)N1O.CO.CO.CO.CO.O.O.O.O.O
**HOMO**: -0.331 Ha
**Relative energy (zero: lowest compared OMol25 entry of this formula, charge and spin)**: 68.3 kJ/mol

Positions of all 69 atoms, in Å:
O1 1.7756 1.8914 0.3768
H1 0.4108 0.9429 -3.0748
H2 -1.5801 -2.2194 -0.4587
C1 -3.2425 -2.7420 -2.5562
H3 -1.9263 1.4808 -3.7133
C2 -0.3818 0.4022 -2.6739
H4 -0.2481 -3.7217 3.9079
H5 5.1971 1.9890 2.7329
O2 0.3699 -3.1926 2.0359
O3 -2.8200 -0.3585 2.0647
H6 -2.7120 -1.1374 1.4925
C3 0.6137 -3.1462 3.4740
O4 -1.9329 -2.4508 0.4106
H7 0.6209 -2.0681 3.7747
C4 -2.1466 -1.8864 -3.1337
H8 -2.9301 -3.8087 -2.2998
C5 1.0270 -1.2413 -3.8902
O5 -0.4140 -3.3226 -2.2984
H9 1.1066 2.9050 -1.3815
H10 1.5436 -3.5919 3.7550
H11 1.8004 -0.1420 -1.4170
H12 -0.6217 0.8198 -1.6891
C6 0.9564 2.8098 -0.2972
H13 -0.8071 2.6012 2.7584
H14 1.7954 -1.8919 -1.4171
O6 -2.3783 2.2866 1.3782
H15 1.3820 -2.2840 -4.0000
H16 0.5847 -0.9148 -4.8293
H17 -1.6754 -3.3923 -4.4876
O7 2.0937 4.5197 3.9947
H18 -3.7374 -2.2384 -1.6881
C7 4.1814 1.8255 3.1297
H19 -4.0180 -2.9398 -3.3171
H20 1.0548 -2.5341 1.7639
H21 1.2300 1.1998 0.7817
H22 0.5950 -1.0139 -0.4785
H23 -0.2296 -3.6005 -3.2241
H24 -2.8171 -2.3780 -5.1923
C8 -1.8830 -2.3699 -4.5742
O8 3.3102 2.7502 2.4864
C9 2.7160 4.4002 5.2364
H25 1.0952 3.8349 0.0416
H26 -1.0995 0.2913 -4.7288
H27 -0.3434 -0.4326 1.7509
H28 3.9199 0.7731 2.9307
H29 2.1287 4.9690 5.9929
H30 -2.2242 1.4146 0.9862
H31 -3.5777 -0.4024 -3.6618
H32 0.2327 0.7019 2.6462
C10 -2.5896 -0.4761 -3.1859
H33 2.8539 3.3947 5.5882
O9 -0.1637 2.4752 3.4527
H34 2.6067 4.0471 3.3402
H35 -2.9179 -0.1038 -2.1518
H36 0.1966 3.3033 3.7377
H37 -1.0909 -1.8659 -5.1225
N1 -0.8791 -1.9661 -2.3924
C11 -1.5011 0.4930 -3.7035
H38 1.9756 -0.7594 -3.7703
C12 1.1877 -0.9943 -1.3955
H39 -2.9922 2.1174 2.1249
H40 -1.2968 -2.9303 0.8937
C13 0.2253 -0.9863 -2.5971
H41 -0.0601 2.4335 -0.2649
H42 2.9939 2.4152 1.6935
H43 -2.9855 -0.7568 2.9364
H44 4.2420 1.9679 4.1898
O10 0.4957 0.0402 1.9667
H45 3.7048 4.7647 5.2397

So, what does the natural (NBO) scheme give us? The charges, in e, come out as: O -0.7824; H 0.2115; H 0.5018; C -0.6219; H 0.2201; C -0.4144; H 0.1843; H 0.1638; O -0.7500; O -1.0036; H 0.5096; C -0.2612; O -1.0016; H 0.1835; C 0.0851; H 0.2385; C -0.6567; O -0.5744; H 0.1570; H 0.1726; H 0.2234; H 0.2123; C -0.2451; H 0.4941; H 0.2153; O -0.9660; H 0.2117; H 0.2079; H 0.1962; O -0.7639; H 0.2251; C -0.2487; H 0.2154; H 0.4780; H 0.5142; H 0.2086; H 0.4456; H 0.2196; C -0.6432; O -0.7610; C -0.2418; H 0.1792; H 0.2026; H 0.4952; H 0.1731; H 0.1745; H 0.4896; H 0.2236; H 0.5195; C -0.3994; H 0.1485; O -1.0017; H 0.5022; H 0.2062; H 0.5046; H 0.2131; N -0.2144; C -0.4057; H 0.2214; C -0.6073; H 0.4851; H 0.4994; C 0.1452; H 0.1702; H 0.5075; H 0.4762; H 0.1787; O -1.0006; H 0.1546